Entry from the Open Molecules 2025 dataset: the molecule C4H7NO (ωB97M-V/def2-TZVPD).

Calculated values
- LUMO level: 0.77 eV
- HOMO-LUMO gap: 10.2 eV
- Charge: 0
- Molar mass: 85.1 g/mol
- F_max: 1.171 eV Å⁻¹
- Highest occupied orbital energy: -9.47 eV
- Energy relative to the best compared isomer or geometry (same formula, charge and spin): 3.735 eV
- Multiplicity: 1
- Structure (SMILES): O[C@H]1CN2C[C@@H]12

Geometry as XYZ:
```
13
Properties=species:S:1:pos:R:3:forces:R:3:lowdin_charge:R:1
O -1.987483 -0.803597 0.607505 0.12 0.07 0.60 -0.009
C -1.033833 -0.057393 -0.097271 0.12 0.47 -0.02 -0.379
C -0.219130 1.219972 0.312915 -0.52 -0.23 0.12 -0.124
N 0.781964 0.837090 -0.717959 -0.07 -0.44 -0.30 0.009
C 1.530887 -0.221598 -0.105809 0.32 -0.21 0.39 -0.197
C 0.220585 -0.718627 -0.556422 -0.07 0.04 -0.26 -0.112
H -1.534383 -1.448930 1.160755 -0.02 0.13 0.10 0.091
H -1.563481 0.310230 -0.979871 -0.05 -0.34 -0.01 0.146
H 0.175106 1.191185 1.339626 0.01 0.01 -0.27 0.112
H -0.691518 2.188187 0.122829 0.07 -0.32 -0.06 0.109
H 1.848248 -0.150729 0.929597 -0.02 0.12 0.12 0.105
H 2.311761 -0.542121 -0.796895 0.01 -0.21 0.35 0.117
H 0.176902 -1.642608 -1.147216 0.09 0.88 -0.76 0.132
```
Forces are in eV/Å.